C5H10O2 | ωB97M-V/def2-TZVPD

Each line ends with the Löwdin charge.
Element x y z (Å)
C (-1.68127, -0.35841, -1.26171)  -0.03
C (-0.84522, 0.15034, -0.10296)  -0.35
O (-0.51087, -0.94363, 0.74088)  -0.11
C (0.53619, -0.51327, 1.60101)  -0.18
C (1.34038, 0.54882, 0.83262)  -0.10
C (0.54063, 0.72774, -0.46955)  -0.32
O (1.21122, -0.03279, -1.44894)  -0.03
H (-2.56976, -0.87001, -0.88182)  0.08
H (-1.11311, -1.06261, -1.87435)  0.08
H (-2.00122, 0.46715, -1.90533)  0.09
H (-1.42845, 0.90180, 0.46269)  0.16
H (1.12125, -1.39484, 1.87602)  0.12
H (0.13915, -0.06641, 2.51846)  0.12
H (1.40958, 1.47664, 1.38010)  0.10
H (2.36533, 0.18808, 0.64075)  0.12
H (0.42360, 1.73538, -0.91703)  0.16
H (1.06288, -0.95810, -1.21389)  0.10

Results
frontier orbital gap = 10.716 eV
SMILES string = C[C@H]1OCC[C@H]1O
E_LUMO = 0.038 hartree
E_tot = -346.97512 a.u.
HOMO energy = -0.356 Ha